# 1
Below is C34H57N4OP2Pt as an isolated structure, with properties calculated with wB97M-V/def2-TZVPD.

Cartesian coordinates (Å):
C 2.294 1.654 -0.673
C 0.065 2.337 -0.277
C 2.748 2.968 -0.648
C 0.525 3.659 -0.100
C 1.860 3.987 -0.300
H 3.790 3.159 -0.907
H -0.216 4.431 0.124
H 2.200 5.013 -0.234
N 1.012 1.347 -0.390
P 2.597 -1.116 -0.460
P -2.512 0.985 0.144
C 3.232 0.517 -1.042
H 3.361 0.520 -2.138
H 4.234 0.754 -0.645
C -0.413 -2.086 0.643
O -0.904 -3.032 1.123
C -1.342 2.130 -0.576
H -1.818 3.135 -0.649
C -4.038 1.564 -0.924
C -3.100 0.722 2.046
C 2.747 -2.385 -1.861
C 3.757 -1.390 1.014
C -4.366 0.298 -1.723
H -4.568 -0.578 -1.075
H -5.251 0.467 -2.366
H -3.507 0.036 -2.365
C -5.210 2.098 -0.109
H -5.614 1.397 0.625
H -4.918 3.032 0.395
H -6.034 2.363 -0.795
C -3.691 2.695 -1.888
H -4.454 2.788 -2.676
H -3.604 3.672 -1.403
H -2.739 2.482 -2.367
C -4.141 -0.421 2.075
H -3.707 -1.360 1.701
H -4.458 -0.604 3.118
H -5.053 -0.215 1.495
C -1.873 0.297 2.863
H -1.277 -0.489 2.375
H -1.203 1.144 3.063
H -2.195 -0.102 3.845
C -3.644 2.003 2.685
H -4.561 2.382 2.220
H -3.894 1.792 3.740
H -2.887 2.798 2.669
C 3.331 -2.682 1.721
H 4.060 -2.911 2.517
H 2.345 -2.564 2.192
H 3.295 -3.554 1.049
C 3.607 -0.214 1.989
H 3.831 0.756 1.529
H 2.603 -0.174 2.422
H 4.316 -0.344 2.818
C 5.231 -1.454 0.573
H 5.863 -1.358 1.468
H 5.490 -2.404 0.099
H 5.506 -0.638 -0.107
C 2.612 -1.666 -3.210
H 3.472 -1.009 -3.415
H 2.584 -2.432 -4.002
H 1.680 -1.084 -3.265
C 1.587 -3.394 -1.721
H 0.615 -2.892 -1.821
H 1.680 -4.131 -2.531
H 1.612 -3.925 -0.759
C 4.082 -3.138 -1.833
H 4.934 -2.458 -1.978
H 4.219 -3.731 -0.916
H 4.074 -3.842 -2.679
Pt 0.357 -0.655 -0.180
N -0.813 -0.140 -1.842
C -1.227 0.862 -2.411
C -1.377 1.015 -4.004
C -1.993 2.320 -4.484
C 0.021 0.949 -4.600
C -2.227 -0.164 -4.506
H -3.047 2.416 -4.219
H -1.429 3.172 -4.082
H -1.951 2.372 -5.581
H 0.508 -0.003 -4.371
H -0.024 1.066 -5.693
H 0.641 1.755 -4.190
H -2.191 -0.231 -5.612
H -1.849 -1.109 -4.077
H -3.277 -0.056 -4.195
N 0.870 0.667 4.128
C 0.799 -0.633 4.541
C 0.888 -0.945 5.923
C 0.813 -2.277 6.317
C 0.612 -3.248 5.329
C 0.480 -2.846 3.998
N 0.604 -1.569 3.585
H 1.033 0.857 3.145
H 1.168 1.366 4.800
H 1.016 -0.099 6.615
H 0.907 -2.551 7.376
H 0.558 -4.312 5.561
H 0.270 -3.585 3.218

2S+1: 5
<S²>: 6.07
Energy relative to the best compared isomer or geometry (same formula, charge and spin): 309.7 kJ/mol
Net charge: +3
Frontier orbital gap (alpha / beta): 6.33 / 4.82 eV
HOMO (alpha / beta): -0.5289 / -0.6033 Ha
E: -65985.322 eV



# 2
Below is C4H6O7Zn as an isolated structure, with properties calculated with wB97M-V/def2-TZVPD.

Cartesian coordinates (Å):
O 1.576 -2.803 -1.213
C 1.523 -2.136 -0.136
O 2.351 -2.387 0.793
O 0.687 -1.130 -0.076
O -1.216 0.983 0.392
C -1.788 2.048 -0.160
O -1.297 3.155 -0.197
O -3.087 1.793 -0.295
C 0.176 1.079 0.689
C 0.697 -0.277 1.078
Zn 2.878 -3.694 -0.322
H -3.530 2.576 -0.646
H 0.302 1.778 1.525
H 0.742 1.462 -0.169
H 0.074 -0.737 1.855
H 1.723 -0.169 1.447
O -1.187 -0.625 -2.644
H -0.624 -0.915 -1.922

2S+1: 1
Frontier orbital gap (alpha / beta): 2.44 / 2.37 eV
HOMO (alpha / beta): -0.2314 / -0.2303 Ha
E: -66989.739 eV



# 3
Below is an isolated ion of composition C3H8IN2 and charge +1, with properties calculated with wB97M-V/def2-TZVPD.

Cartesian coordinates (Å):
C 0.356 -1.326 0.438
C -0.196 0.680 -0.633
C 1.245 -0.156 0.967
N -0.660 -0.651 -0.379
N 0.367 1.047 0.656
I 3.218 -0.038 -0.151
H 0.937 -2.116 0.006
H -0.177 -1.738 1.310
H 0.602 0.794 -1.279
H -1.146 1.234 -0.826
H 1.587 -0.143 2.061
H -1.024 -1.070 -1.210
H 0.757 1.970 0.800
H -0.305 0.741 1.294

2S+1: 1
Structure (SMILES): I[C@@H]1CNC[NH2+]1
Energy relative to the best compared isomer or geometry (same formula, charge and spin): 91.6 kJ/mol
Net charge: +1
Frontier orbital gap: 9.60 eV
HOMO: -0.5075 Ha
E: -14313.489 eV



How do the records compare in F_max? In the order shown, they have 5.08 6.03 3.34 eV/A.